[1]
Density functional theory data (ωB97M-V/def2-TZVPD) for a molecular structure, C41H30IrNO6S2.

Properties
Calculated total energy: -2986.713597 a.u.
HOMO-LUMO gap: 5.16 eV
Energy relative to the best compared isomer or geometry (same formula, charge and spin): 2.214 eV
Total charge: +2

Last column: Löwdin charge in e.
Geometry (Å):
1 H -1.17192 -2.34397 -7.56069  0.0957
2 C 0.89706 4.24853 0.02004  -0.0416
3 C -0.43536 -1.99475 4.79292  -0.4379
4 O -0.65197 -2.40154 -0.57529  -0.4848
5 C -0.64439 -5.53965 3.44404  0.0466
6 H 0.50879 -2.44796 -2.74466  0.1133
7 H -3.68791 0.34039 -0.85434  0.1198
8 S 0.61822 -0.72567 2.11295  0.9589
9 C -0.31082 2.17384 -0.27932  -0.1178
10 H 4.46953 -1.71924 -0.53415  0.1317
11 H 3.08199 -1.82283 1.49702  0.1156
12 C -2.74730 2.20066 -0.42255  0.0050
13 C -1.87711 -3.94893 2.17343  -0.1196
14 C -0.65565 -1.46816 -7.16307  -0.0339
15 H 0.25681 -1.23430 6.36223  0.1844
16 C 2.14895 0.86130 -3.91305  -0.0358
17 O 1.34783 -1.59532 3.03499  -0.3521
18 H 1.84883 2.36213 -0.15758  0.1255
19 H -0.59747 5.39343 3.98896  0.0874
20 H -1.69828 3.31096 3.43849  0.1348
21 O -0.96051 -0.94262 4.38667  -0.0392
22 H -0.31231 6.03737 0.18525  0.1175
23 C 0.59298 0.94866 2.63829  -0.3740
24 C -0.18555 -1.97575 -3.42718  -0.0688
25 S -1.73528 -1.59218 -1.21793  1.0347
26 C 0.05023 -1.95283 -4.79508  -0.0248
27 C 1.79590 0.11265 -1.64563  -0.1082
28 H 1.83202 4.78781 0.09820  0.1189
29 C 3.49940 -1.23910 -0.51142  0.0169
30 H 0.39870 1.30827 -2.79919  0.1293
31 C -0.86466 -1.38776 -5.67590  -0.2530
32 C 1.49170 -0.63179 0.60902  -0.2907
33 H -1.54275 0.96235 2.60274  0.0757
34 C -0.63659 -3.23395 4.01818  -0.1533
35 H -2.44860 4.83235 -0.01136  0.1242
36 C 0.37929 4.94002 4.14491  -0.0201
37 C -0.33304 0.75651 -0.47351  -0.1433
38 H -0.31930 -6.55475 3.62645  0.1390
39 H 4.00779 0.23614 -4.82422  0.1191
40 O 0.20558 -2.09639 5.91011  0.2477
41 C -1.52797 2.89234 -0.24137  -0.1528
42 C 0.90683 2.89419 -0.13160  -0.0117
43 H -1.05857 -0.59398 -7.67237  0.0846
44 H -2.74286 -0.35944 -5.82812  0.1239
45 C -0.73193 2.84629 3.29873  0.0072
46 H 0.39896 -1.56607 -7.41504  0.0814
47 C 2.74380 -1.30114 0.61536  -0.0324
48 N -1.41333 -2.98094 2.95538  -0.0159
49 O -3.33958 -4.06703 0.29627  0.2138
50 C -0.21758 -4.51299 4.29139  0.0844
51 C 0.43951 3.55014 3.58416  -0.2301
52 H 2.58566 3.49005 3.56061  0.1337
53 C 3.05117 -0.54340 -1.66310  -0.1301
54 C 3.39651 0.19441 -3.93260  -0.0329
55 H 2.73878 1.17914 2.71540  0.1351
56 H 1.81821 1.40363 -4.78829  0.1201
57 H 4.78982 -1.00281 -2.85575  0.1244
58 H 1.13867 5.57854 3.69470  0.0924
59 C -2.27965 -0.82185 -3.79633  -0.0620
60 C -2.02179 -0.80552 -5.15465  -0.0198
61 C 3.83554 -0.49243 -2.83927  -0.0063
62 C 1.67795 2.93403 3.36164  -0.0009
63 H 0.57137 4.91657 5.21933  0.1003
64 C -1.50763 4.29781 -0.04799  -0.0139
65 C -0.63403 1.55063 2.83763  -0.1109
66 C -1.50817 -5.26413 2.39545  0.0913
67 C 1.77398 1.64055 2.88641  -0.0240
68 H -3.67700 2.75632 -0.40612  0.1303
69 C 1.36231 0.81602 -2.80260  -0.0081
70 C -1.34351 -1.39322 -2.94180  -0.3752
71 C -1.54187 0.12860 -0.69424  -0.3175
72 C -2.75805 0.85899 -0.65498  -0.0744
73 H -1.90333 -6.03079 1.74253  0.1522
74 Ir -1.66592 -1.16871 2.36367  1.3442
75 C -2.80547 -3.41312 1.12473  -0.5174
76 C 0.98036 0.03105 -0.48513  -0.1217
77 H 0.41637 -4.70166 5.14647  0.1490
78 H 0.95774 -2.39818 -5.18477  0.1229
79 H -3.20325 -0.40369 -3.41489  0.1134
80 O -2.99233 -2.06412 1.29458  -0.2438
81 C -0.32455 4.96197 0.06777  -0.0454

---

[2]
Density functional theory data (ωB97M-V/def2-TZVPD) for a molecular structure, C41H31BBr2F4N4O4PSY.

Properties
Calculated total energy: -8451.658387 a.u.
HOMO-LUMO gap: 7.33 eV
Energy relative to the best compared isomer or geometry (same formula, charge and spin): 0.483 eV

Last column: Löwdin charge in e.
Geometry (Å):
1 H -2.99240 2.27033 2.68325  0.1121
2 C -1.75053 -1.32139 -3.40563  -0.3255
3 C -3.68331 0.29292 -1.07547  -0.1202
4 C 4.44117 -4.02217 0.76188  -0.0415
5 C 2.42650 -3.85120 -1.10188  -0.0516
6 C -2.87504 1.20169 2.69868  -0.0208
7 H -5.57259 0.53420 -0.19912  0.0949
8 C -2.08743 -1.42556 2.65634  -0.1301
9 H 1.62478 -3.82201 -1.82984  0.1168
10 C -1.29193 -3.20652 -4.81692  -0.0682
11 C 3.33172 -3.18311 0.88087  -0.1741
12 B -0.78766 -3.89916 0.29176  -1.2028
13 C 2.30047 0.08694 -2.38966  -0.5573
14 C 4.42581 -4.90913 -0.30330  -0.6704
15 C -1.80462 0.74330 1.87688  -0.3749
16 C -2.71642 2.25267 -2.01326  -0.1042
17 C -3.14544 -1.06533 3.46093  -0.0687
18 H 2.98764 1.70677 -4.27802  0.1128
19 H 3.38845 -5.54507 -2.03172  0.1002
20 H 1.49121 1.57103 3.37539  0.0742
21 C -0.92436 -2.34818 -3.79780  -0.1022
22 P -1.17077 -0.15034 -2.07357  1.1248
23 H -5.85460 2.90645 -1.05237  0.0969
24 Br 5.79334 -6.18830 -0.40768  0.8050
25 C -2.61701 0.89487 -1.72251  -0.3993
26 C 0.82354 5.30902 3.06518  -0.0277
27 N -1.30556 1.72349 1.06642  -0.1045
28 C 1.45739 4.80458 4.18288  -0.2851
29 H -1.81277 2.73456 -2.36141  0.0998
30 H -0.60344 -3.95977 -5.18495  0.1057
31 C 3.90577 -1.79595 4.32091  -0.6682
32 N 2.09208 -1.60092 2.24813  0.0578
33 H 2.93423 5.82895 5.36764  0.0803
34 O 1.85054 -0.59719 -1.39467  -0.2244
35 C 1.85449 5.75501 5.29601  -0.0436
36 F -0.26722 -5.15931 0.37116  0.1860
37 H -0.01897 -2.54628 -3.25175  0.0857
38 H -3.60299 -0.73379 -0.70847  0.1181
39 F -0.32683 -3.04296 1.38046  -0.0160
40 H -4.23620 -1.75455 -5.65014  0.1046
41 H 1.41526 5.45519 6.25172  0.0819
42 H 5.23568 -4.09070 1.46532  0.0906
43 C 3.44631 -4.81573 -1.26629  -0.0537
44 H -0.09457 4.85631 1.16848  0.1232
45 H -2.69156 -3.61064 -6.34434  0.0974
46 C 4.07799 -2.53455 3.17003  -0.0574
47 H 0.95562 -0.37674 3.45628  0.1126
48 H -3.57815 -0.33534 -3.73621  0.0852
49 H -3.90844 4.01419 -2.09564  0.1119
50 C 1.17445 2.38312 -5.15183  -0.0774
51 C 0.43246 4.45878 2.03146  -0.0463
52 C -3.87588 2.95662 -1.82488  -0.0752
53 C -3.55546 0.28198 3.42586  -0.0769
54 H 0.57946 6.35845 3.05592  0.1099
55 Br 5.25419 -1.89272 5.61021  0.8200
56 N -1.44556 -0.58278 1.78133  0.0601
57 H -0.78038 2.78746 -5.97073  0.1124
58 C 1.32820 0.83949 -3.28259  -0.0962
59 O 0.25465 2.64952 -0.49912  -0.2746
60 C -2.95769 -1.11099 -4.08674  -0.0840
61 C 2.77300 -1.00557 4.45700  -0.0622
62 C -0.09084 0.81615 -3.25700  -0.2646
63 S 0.15154 2.05460 0.79670  0.5691
64 C -2.47112 -2.96478 -5.51636  -0.0836
65 H -1.78755 -2.48389 2.63000  0.1074
66 H 1.75322 2.94230 -5.86525  0.1024
67 H 2.63564 -0.41600 5.33425  0.1037
68 C 1.87819 -0.97196 3.39420  -0.1054
69 C -3.31817 -1.95003 -5.11626  -0.0776
70 H 4.91979 -3.15192 3.12821  0.0778
71 C 3.17334 -2.37670 2.13487  -0.1643
72 H 1.41353 6.73142 5.07686  0.0722
73 C -4.96043 2.33484 -1.22782  -0.0723
74 C -0.80092 1.47661 -4.24253  -0.1220
75 O 1.05154 0.89329 1.01634  -0.4484
76 C -4.83225 1.01043 -0.79596  -0.0735
77 F -0.28058 -3.15583 -0.85042  -0.0103
78 H -3.62048 -1.81302 4.06814  0.0971
79 C 1.31590 2.62818 3.22365  -0.0488
80 C -0.19854 2.26142 -5.20966  -0.0559
81 Y 0.64358 -1.19109 0.18011  1.5138
82 C 1.91796 1.65927 -4.25465  -0.0199
83 C 1.64920 3.44881 4.31265  -0.0241
84 N 2.33382 -3.10673 0.00678  0.0594
85 O 3.47256 -0.02462 -2.72587  0.0627
86 C 0.74106 3.13369 2.09260  -0.2686
87 F -2.17104 -3.83521 0.19511  0.1506
88 H -1.86915 1.28454 -4.30260  0.0978
89 H 2.07486 3.02557 5.22318  0.1182
90 H -4.44534 0.56674 4.00085  0.1117